(1)
C25H44B2FN2O10 | ωB97M-V/def2-TZVPD

CARTESIAN COORDINATES (ANGSTROEM)
C1 5.1990 2.9036 0.3747
C2 4.6388 1.5880 1.0460
N1 3.7177 0.9842 0.0875
C3 3.0576 -0.2630 0.4849
B1 3.4148 -0.8442 1.9460
O1 4.6303 -1.4477 2.1952
O2 2.5784 -0.7502 3.0519
C4 3.1305 0.1440 4.0405
C5 2.2842 1.3887 4.3096
C6 3.3460 -1.3215 -0.6493
B2 4.9070 -1.5861 -0.9009
O3 5.9160 -0.8610 -0.3625
O4 5.2280 -2.6823 -1.7232
C7 5.1673 -3.9040 -0.9667
C8 3.8782 -4.7143 -1.2517
C9 2.8163 -0.8808 -2.0287
N2 1.3599 -0.6005 -2.0475
C10 0.4916 -1.8351 -2.1632
C11 -0.5309 -1.6753 -3.3381
C12 -1.9042 -2.0939 -2.7957
O5 -2.5885 -1.2708 -2.2191
O6 -2.2835 -3.3710 -2.9341
C13 0.9502 0.3254 -0.9608
C14 1.4928 -0.0194 0.4309
F1 0.9038 -1.2155 0.7933
O7 1.1650 1.0632 1.2627
C15 -0.0761 0.9401 1.9296
O8 -0.2290 0.2349 2.8912
C16 -1.2546 1.7794 1.4733
C17 -1.3566 2.3879 0.2449
C18 -2.4654 3.1598 -0.0422
C19 -3.4847 3.3464 0.8467
C20 -3.3866 2.7260 2.1304
C21 -2.2807 1.9663 2.3885
H1 6.2889 2.9223 0.4529
H2 4.8629 2.9350 -0.6664
H3 4.8051 3.7779 0.9061
H4 5.5261 0.9878 1.2500
H5 4.1578 1.9508 1.9692
H6 3.0833 1.7165 -0.2053
H7 4.5090 -2.0412 2.9478
H8 3.2049 -0.3986 4.9939
H9 4.1488 0.4857 3.8096
H10 1.2808 1.1638 4.6766
H11 2.7840 1.9421 5.1206
H12 2.2737 2.0809 3.4587
H13 2.8690 -2.2904 -0.4342
H14 6.6779 -1.4060 -0.1318
H15 6.0167 -4.5426 -1.2335
H16 5.2493 -3.7246 0.1173
H17 3.5027 -5.1585 -0.3199
H18 4.0600 -5.5457 -1.9398
H19 3.0848 -4.0840 -1.6704
H20 3.3265 0.0553 -2.3040
H21 3.1306 -1.6191 -2.7747
H22 1.1866 -0.1013 -2.9223
H23 -0.0937 -2.0115 -1.2620
H24 1.1596 -2.6532 -2.4343
H25 -0.6671 -0.6249 -3.6193
H26 -0.2747 -2.3019 -4.1973
H27 -3.0315 -3.5034 -2.3290
H28 -0.1469 0.3073 -0.9165
H29 1.2331 1.3425 -1.2509
H30 -0.5716 2.3100 -0.4970
H31 -2.5628 3.6561 -1.0062
H32 -4.3484 3.9646 0.6256
H33 -4.1161 2.8278 2.9275
H34 -2.1828 1.4772 3.3545
C22 -9.3212 0.1650 -0.7589
O9 -8.2634 0.0012 -1.6904
C23 -7.6723 1.2331 -2.0754
C24 -6.3465 1.4512 -1.3768
O10 -6.5202 1.6598 0.0186
C25 -6.1926 0.5146 0.7802
H35 -9.5946 -0.8214 -0.3872
H36 -9.0205 0.7872 0.0873
H37 -10.1928 0.6073 -1.2514
H38 -8.3517 2.0693 -1.8863
H39 -7.4956 1.1789 -3.1545
H40 -5.8827 2.3576 -1.7810
H41 -5.6688 0.6126 -1.5648
H42 -5.1069 0.3659 0.7732
H43 -6.7148 -0.3756 0.4217
H44 -6.5148 0.6954 1.8056

Cartesian forces, eV/Å:
-0.467 -0.507 0.707
0.780 2.047 -0.640
0.523 -0.299 0.570
-1.565 -0.009 -1.397
0.300 -0.072 1.347
-0.373 -0.425 -1.059
0.380 0.824 -0.989
-0.310 0.324 1.330
0.414 0.226 0.235
-0.092 0.546 -0.092
0.509 -0.876 -0.221
-0.562 0.125 0.470
-0.103 0.083 0.785
-0.499 -0.927 -0.240
0.122 -0.088 0.312
1.685 0.392 0.682
-0.448 -0.465 -0.626
-0.494 -0.226 -1.155
-0.568 -0.773 0.379
-0.867 1.262 0.489
0.596 -0.696 -0.245
0.868 0.220 0.046
-0.648 0.419 0.206
1.730 -0.178 -0.039
-0.258 0.260 0.101
-1.070 -0.695 -0.120
-1.730 -0.172 1.331
0.959 0.403 -1.126
1.202 -0.097 -0.214
0.444 0.162 -0.317
-0.305 0.566 -1.234
-0.596 -0.498 2.163
-0.100 0.614 -1.239
0.137 -0.709 1.140
-0.197 0.110 -0.287
0.361 0.099 0.084
0.125 -0.068 -0.263
-0.618 -0.507 0.064
-0.007 -0.676 0.002
-0.207 -0.177 0.167
0.252 0.280 0.224
-0.018 -0.097 -0.313
-0.154 -0.330 -0.286
0.106 -0.062 -0.357
-0.034 -0.191 -0.160
-0.271 -0.287 0.055
0.228 0.119 0.209
0.202 0.147 -0.473
0.026 0.414 -0.035
-0.018 0.216 -0.236
0.016 0.105 -0.219
-0.020 0.277 -0.019
0.199 -0.090 0.069
-0.311 -0.062 0.121
-0.661 0.028 -0.011
0.046 0.053 0.128
0.701 0.063 0.246
-0.124 -0.042 0.554
0.100 -0.232 -0.093
0.195 0.312 0.081
-0.196 0.024 -0.244
0.220 -0.061 -0.017
0.212 -0.272 0.109
-0.061 0.101 0.129
0.230 -0.171 0.075
0.145 -0.101 -0.139
-0.137 0.179 -0.387
-0.007 0.106 -0.138
-0.013 -0.092 -0.060
-0.026 0.140 0.192
0.130 -0.369 -0.214
-0.120 0.433 0.069
0.004 -0.141 -0.112
-0.042 0.117 0.239
0.028 -0.019 -0.073
-0.015 0.040 -0.021
-0.024 0.052 0.081
0.034 0.012 0.062
0.012 0.066 -0.002
0.013 -0.018 -0.049
-0.047 -0.041 0.009
-0.026 -0.208 0.002
0.125 -0.030 -0.100
0.052 0.088 -0.003

calculated total energy = -1990.36684 Eh
net charge = +1
highest occupied orbital energy = -0.3968 Ha
frontier orbital gap = 8.0 eV

---

(2)
C39H38BiCl5N3O4PS4Sb2Se | ωB97M-V/def2-TZVPD

CARTESIAN COORDINATES (ANGSTROEM)
Bi1 -0.0280 -0.4757 -0.1938
S1 3.7932 -3.0985 -1.0860
C1 2.4872 -2.1955 -0.6622
S2 1.1289 -2.8220 0.2145
S3 2.3664 -0.4896 -1.0344
C2 -1.7614 -4.0760 3.6360
Sb1 -1.2649 -2.0025 3.1266
C3 -3.3360 -1.4222 3.4345
C4 -0.6663 -1.5485 5.2023
C5 0.6643 -2.1184 5.5142
C6 0.7209 -3.3903 6.0903
C7 1.9187 -4.0199 6.3799
C8 3.1086 -3.3693 6.0940
C9 3.0717 -2.1016 5.5407
C10 1.8731 -1.4473 5.2418
C11 1.9399 -0.0863 4.6549
Sb2 1.9108 -0.0949 2.4262
C12 3.7869 -1.2102 2.3288
C13 3.0075 1.7822 2.2796
H1 -2.3566 -4.1194 4.5488
H2 -0.8450 -4.6491 3.7712
H3 -2.3317 -4.5219 2.8213
H4 -3.4632 -1.0423 4.4471
H5 -3.9885 -2.2793 3.2748
H6 -3.6099 -0.6463 2.7236
H7 -1.4351 -1.9779 5.8456
H8 -0.6949 -0.4634 5.2637
H9 -0.2117 -3.8949 6.3177
H10 1.9234 -5.0069 6.8272
H11 4.0591 -3.8460 6.3018
H12 4.0018 -1.5866 5.3302
H13 2.8793 0.3982 4.9195
H14 1.1064 0.5474 4.9520
H15 4.5241 -0.7650 2.9988
H16 4.1661 -1.2009 1.3088
H17 3.6066 -2.2440 2.6204
H18 3.4076 2.0732 3.2526
H19 2.3557 2.5586 1.8931
H20 3.8207 1.6326 1.5706
O1 -1.2196 2.6764 0.6151
S4 0.0724 3.1153 0.1389
O2 0.7629 4.0333 1.0325
O3 0.9251 2.0006 -0.3194
C14 -0.3121 4.0668 -1.3225
C15 -0.0771 5.4330 -1.3457
C16 -0.4224 6.1642 -2.4670
C17 -1.0012 5.5241 -3.5558
C18 -1.2421 4.1624 -3.5209
C19 -0.9084 3.4101 -2.3922
P1 -1.1438 1.5615 -2.3542
C20 -0.1568 1.4466 -3.9252
C21 -0.6456 1.1219 -5.1847
C22 0.2145 1.0635 -6.2740
C23 1.5602 1.3491 -6.1186
C24 2.0532 1.6924 -4.8660
C25 1.2035 1.7282 -3.7757
C26 -2.8549 1.4771 -3.0224
C27 -3.2939 0.2696 -3.5668
C28 -4.6006 0.1199 -3.9971
C29 -5.4937 1.1756 -3.8842
C30 -5.0808 2.3643 -3.3059
C31 -3.7743 2.5098 -2.8629
H21 0.3777 5.8891 -0.4769
H22 -0.2373 7.2304 -2.4989
H23 -1.2622 6.0937 -4.4395
H24 -1.6972 3.6776 -4.3746
H25 -1.6973 0.9113 -5.3232
H26 -0.1707 0.7799 -7.2462
H27 2.2277 1.2927 -6.9702
H28 3.1056 1.9145 -4.7406
H29 1.5892 1.9604 -2.7890
H30 -2.6083 -0.5661 -3.6233
H31 -4.9283 -0.8274 -4.4086
H32 -6.5198 1.0598 -4.2103
H33 -5.7782 3.1838 -3.1847
H34 -3.4791 3.4226 -2.3649
Cl1 -2.5568 -2.6449 -0.0334
C32 -1.9819 -2.6234 -1.6587
C33 -0.8283 -1.9053 -1.9972
C34 -0.3825 -2.0880 -3.3111
Cl2 1.1398 -1.4832 -3.8365
C35 -1.1127 -2.8093 -4.2631
Cl3 -0.5799 -2.8885 -5.8996
C36 -2.2853 -3.4508 -3.8970
Cl4 -3.2090 -4.3166 -5.0639
C37 -2.7019 -3.3883 -2.5753
Cl5 -4.1222 -4.2345 -2.0949
Se1 -5.1729 1.3100 0.6800
C38 -3.6576 0.7090 0.0121
N1 -2.6681 0.3003 -0.4498
N2 -2.6345 2.2020 3.3702
C39 -1.2927 1.9710 3.3372
N3 -0.4944 3.0240 3.7195
O4 -0.8212 0.8412 3.2029
H35 -2.9433 3.1323 3.1408
H36 -3.1860 1.4912 2.9069
H37 -0.7801 3.9313 3.3853
H38 0.4767 2.8579 3.5016

Cartesian forces, eV/Å:
-0.809 -0.417 -0.222
0.256 -0.086 -0.086
-0.266 0.062 0.041
0.318 -0.270 0.168
0.560 -0.070 0.069
0.232 0.159 -0.076
-0.480 -0.324 0.602
0.290 0.128 -0.200
-0.130 0.125 -0.408
0.171 -0.149 0.162
0.041 -0.057 0.026
-0.016 -0.023 0.008
0.061 -0.019 0.007
0.021 0.007 0.036
0.085 -0.216 0.168
-0.255 0.056 -0.488
1.452 0.121 0.503
-0.374 -0.014 0.130
-0.355 -0.115 0.086
-0.015 0.056 0.043
0.014 -0.064 0.017
-0.005 0.024 -0.072
0.005 -0.006 0.057
0.024 -0.050 0.015
-0.096 0.032 -0.054
-0.045 0.010 -0.038
-0.039 0.029 0.018
-0.028 0.010 -0.029
-0.013 -0.005 -0.019
0.010 0.021 0.002
0.010 0.004 -0.017
0.022 0.019 -0.043
-0.020 0.024 0.024
-0.021 0.065 0.028
-0.044 0.045 -0.025
0.038 -0.035 -0.007
0.043 -0.060 0.008
0.021 0.154 -0.009
-0.004 -0.067 -0.007
-0.220 -0.181 0.176
0.313 0.489 0.186
0.076 0.010 -0.015
0.063 0.568 0.122
-0.090 -0.333 -0.015
0.109 0.034 0.076
0.020 0.025 0.004
-0.033 0.041 -0.059
0.036 0.031 0.140
-0.018 0.140 0.318
-0.007 0.564 -1.493
-0.028 -0.180 0.017
0.058 0.026 0.091
0.034 -0.023 -0.055
0.016 -0.014 -0.103
0.004 0.027 0.031
-0.014 -0.010 -0.079
0.006 -0.078 0.184
0.012 0.053 0.058
0.000 -0.062 -0.059
-0.080 0.050 0.031
-0.012 0.008 -0.056
0.060 -0.080 -0.016
0.022 0.028 -0.020
0.006 0.034 0.007
-0.022 -0.008 -0.019
0.033 -0.037 -0.016
-0.001 -0.025 -0.021
-0.016 0.014 -0.013
0.011 0.012 -0.002
0.013 -0.022 0.040
0.043 0.029 0.013
0.010 -0.063 -0.041
0.030 -0.021 0.001
-0.011 -0.014 -0.019
-0.027 -0.026 0.060
-0.020 0.036 -0.020
0.057 -0.056 0.319
0.239 0.055 -0.493
-0.350 -0.059 -0.170
-0.241 -0.110 0.156
0.169 -0.021 -0.033
0.071 0.122 0.133
0.020 -0.072 -0.185
0.010 0.084 0.043
-0.093 -0.102 -0.112
-0.004 0.095 0.070
-0.171 -0.109 0.009
-1.046 0.477 0.582
1.199 -0.544 -0.557
-0.735 -0.068 0.535
-0.086 -0.043 -0.266
0.013 -0.426 0.790
0.122 0.188 -0.167
-0.173 0.328 -0.114
-0.013 0.024 -0.066
-0.041 0.064 -0.117
-0.022 0.033 -0.086
0.038 -0.003 -0.121

calculated total energy = -9305.95567 Eh
net charge = -2
highest occupied orbital energy = -0.1064 Ha
energy relative to the best compared isomer or geometry (same formula, charge and spin) = 0.719 eV
frontier orbital gap = 6.7 eV

---

(3)
C10H24BF4IrN4 | ωB97M-V/def2-TZVPD

CARTESIAN COORDINATES (ANGSTROEM)
Ir1 0.7159 0.2592 -0.4611
C1 0.7655 -1.4714 2.5292
C2 1.9563 -0.6120 2.1216
N1 1.6509 0.6363 1.3666
C3 0.8462 1.6665 2.0896
C4 -0.6385 1.4788 1.8054
N2 -0.8437 1.3129 0.3290
C5 -2.2332 0.8931 0.0114
C6 -2.5554 0.7712 -1.4860
C7 -1.4160 0.8030 -2.4990
N3 -0.2890 -0.1385 -2.2506
C8 -0.6230 -1.5964 -2.2968
C9 -0.9146 -2.1257 -0.9009
N4 0.1503 -1.6678 0.0498
C10 -0.2528 -1.9092 1.4630
H1 0.2164 -0.9862 3.3378
H2 1.2051 -2.3586 2.9861
H3 2.6513 -1.1738 1.4944
H4 2.5013 -0.3456 3.0293
H5 2.5599 1.0547 1.1588
H6 1.1753 2.6439 1.7338
H7 1.0389 1.6221 3.1623
H8 -1.2131 2.3351 2.1605
H9 -1.0341 0.5871 2.2868
H10 -0.6953 2.2337 -0.0947
H11 -2.9123 1.6081 0.4789
H12 -2.3831 -0.0548 0.5236
H13 -3.2100 1.5933 -1.7765
H14 -3.1558 -0.1288 -1.6284
H15 -0.9659 1.7964 -2.5609
H16 -1.8409 0.5900 -3.4818
H17 0.3781 0.0308 -3.0034
H18 0.2386 -2.1119 -2.7227
H19 -1.4732 -1.7731 -2.9570
H20 -0.9632 -3.2155 -0.9123
H21 -1.8662 -1.7581 -0.5227
H22 0.9716 -2.2504 -0.1276
H23 -0.4670 -2.9733 1.5762
H24 -1.1983 -1.3874 1.5973
F1 3.7405 1.5170 -0.4991
B1 2.9884 1.2240 -1.5714
F2 2.4911 -0.1749 -1.4826
F3 3.3218 1.5717 -2.7934
F4 1.5811 1.9847 -1.2624

Cartesian forces, eV/Å:
-0.562 0.132 -0.123
0.044 0.008 0.062
0.007 0.012 -0.016
0.002 0.012 -0.078
-0.153 -0.047 -0.023
0.133 -0.006 -0.022
0.134 -0.034 0.116
-0.036 0.011 0.102
-0.024 -0.022 -0.066
-0.029 0.045 -0.021
0.172 -0.032 0.033
-0.006 0.013 0.115
0.011 0.063 -0.119
0.049 0.247 0.001
-0.068 -0.044 0.009
0.006 0.012 0.001
-0.006 -0.006 -0.005
-0.008 -0.007 -0.013
0.010 0.009 -0.009
-0.035 0.055 -0.016
0.013 -0.014 -0.016
-0.011 0.009 0.004
0.010 -0.004 0.018
-0.002 0.023 0.006
-0.041 0.018 0.033
0.007 -0.003 0.010
-0.031 0.013 0.010
-0.013 -0.004 0.003
0.013 -0.014 -0.005
0.001 -0.023 0.040
0.026 0.004 -0.011
-0.014 0.006 -0.020
0.007 0.002 0.006
0.004 -0.020 0.000
0.005 0.003 0.029
0.014 0.000 -0.011
0.047 0.068 -0.036
-0.023 0.003 -0.028
-0.002 -0.025 -0.007
0.069 -0.246 -0.065
-0.273 0.942 -0.069
0.299 -0.195 -0.023
0.131 -0.238 0.010
0.120 -0.730 0.190

calculated total energy = -1142.80729 Eh
net charge = +2
highest occupied orbital energy = -0.6497 Ha
energy relative to the best compared isomer or geometry (same formula, charge and spin) = 0.000 eV
frontier orbital gap = 11.1 eV

---

(4)
C2H5BrN4O2 | ωB97M-V/def2-TZVPD

CARTESIAN COORDINATES (ANGSTROEM)
C1 -0.1202 -1.3079 -0.1437
C2 -0.1737 1.7495 -0.4408
N1 0.1260 -2.4420 0.5077
N2 1.1829 1.6626 -0.6359
N3 -0.1486 -0.2779 0.8816
N4 -0.7105 0.9436 0.5309
O1 -0.2845 -1.0493 -1.3065
O2 -0.8003 2.6339 -0.9785
Br1 -2.5935 1.0776 0.5038
H1 0.2956 -2.4642 1.5012
H2 0.7427 -3.0947 0.0873
H3 1.4784 0.8161 -1.0414
H4 1.4965 2.4266 -1.1932
H5 -0.4908 -0.6740 1.7274

Cartesian forces, eV/Å:
-0.255 2.927 1.214
1.641 1.806 -1.030
0.478 -2.416 0.369
0.470 0.017 0.483
0.802 0.888 -1.932
3.155 -2.256 0.541
0.439 -0.569 -0.005
-0.382 -0.058 0.428
-6.215 0.115 0.689
-0.154 0.544 -0.056
0.061 -0.699 -0.899
0.553 -1.358 -0.159
0.040 0.516 -0.485
-0.631 0.542 0.842

calculated total energy = -3022.58594 Eh
highest occupied orbital energy (spin up / spin down) = -0.2244 / -0.3545 Ha
frontier orbital gap (spin up / spin down) = 6.4 / 6.8 eV
<S²> = 2.0088
multiplicity = 3

---

(5)
C5H12 | ωB97M-V/def2-TZVPD

CARTESIAN COORDINATES (ANGSTROEM)
C1 0.4852 -1.4382 2.2254
C2 0.0068 -0.0166 1.6112
C3 -0.1976 1.1886 -1.0142
C4 -0.1848 1.7964 -2.4108
C5 -0.0267 -1.2822 0.7731
H1 1.5300 -1.6546 2.3623
H2 -0.1518 -1.7853 3.0303
H3 -0.9514 0.1965 2.1272
H4 0.7724 0.8695 -0.6166
H5 -0.6039 1.8065 -0.1993
H6 -0.7750 0.2744 -1.0581
H7 -0.3395 2.8758 -2.5184
H8 0.7066 1.5072 -2.9518
H9 -1.0636 1.3248 -2.8985
H10 0.9792 -2.8663 1.0645
H11 -0.9666 -1.6798 0.3970
H12 0.7807 -1.1165 0.0766

Cartesian forces, eV/Å:
1.746 0.390 1.253
-0.134 -2.394 1.538
0.446 0.229 0.654
-1.159 -0.349 -0.312
0.324 1.657 -2.449
0.044 0.530 0.153
-0.061 -0.359 -0.257
-0.061 -0.350 -0.358
0.032 0.378 -0.409
-0.116 -0.019 -0.524
-0.246 -0.110 0.155
0.262 -0.171 0.402
0.136 0.010 -0.226
0.598 0.460 -0.286
-1.846 1.238 0.931
0.280 -0.294 0.099
-0.246 -0.848 -0.363

calculated total energy = -197.39377 Eh
highest occupied orbital energy = -0.2815 Ha
energy relative to the best compared isomer or geometry (same formula, charge and spin) = 8.582 eV
frontier orbital gap = 6.2 eV

---

(6)
C4H8Cl2Si | ωB97M-V/def2-TZVPD

CARTESIAN COORDINATES (ANGSTROEM)
C1 2.4526 1.0287 0.7285
C2 1.8135 0.3517 -0.2126
C3 0.6792 -0.5312 0.0789
C4 -0.9249 0.1900 -0.4050
Si1 -2.4955 -0.8573 -0.0756
Cl1 -1.0278 1.7467 0.4099
Cl2 -0.8067 0.4485 -2.1565
H1 3.3064 1.6444 0.5091
H2 2.1468 0.9772 1.7611
H3 2.1272 0.4030 -1.2450
H4 0.5425 -0.7112 1.1401
H5 0.6879 -1.4588 -0.4828
H6 -2.5930 -1.0509 1.3668
H7 -2.3089 -2.1096 -0.8033
H8 -3.5993 -0.0714 -0.6136

Cartesian forces, eV/Å:
0.011 -0.003 -0.052
0.047 0.041 -0.078
-3.453 0.797 -0.528
2.925 -1.211 0.685
0.889 0.484 -0.146
-0.191 0.240 0.259
-0.079 0.003 -0.388
0.156 0.171 -0.113
-0.078 -0.051 0.189
0.084 0.117 -0.118
0.072 -0.084 0.123
0.074 -0.147 -0.024
-0.110 -0.123 0.304
-0.056 -0.301 -0.067
-0.290 0.069 -0.048

calculated total energy = -1367.02315 Eh
highest occupied orbital energy = -0.3511 Ha
energy relative to the best compared isomer or geometry (same formula, charge and spin) = 4.328 eV
frontier orbital gap = 10.4 eV